[1]
DFT (ωB97M-V/def2-TZVPD) results for a structure of composition C18H24CrN10O2S2 in a non-equilibrium geometry.

ΔE to the lowest compared entry with this formula, charge and spin   0.0 kJ/mol
LUMO (spin up / spin down)   -3.26 / -2.77 eV
Expectation value of S²   0.76
Orbital gap (spin up / spin down)   6.851 / 7.324 eV

```
! wB97M-V def2-TZVPD RIJCOSX def2/J DEFGRID3
* xyz 1 2
Cr 0.271 -0.319 -0.005
S -0.052 -2.640 -0.918
S 2.557 -0.158 -0.786
O 0.290 -0.017 -3.459
O -1.205 2.519 0.002
N 0.150 -3.117 -3.495
N 0.832 -1.568 1.564
N -1.822 -2.160 -2.876
N -1.413 -0.035 1.065
N 0.365 -3.305 3.061
N -2.738 0.069 2.970
N -2.621 -1.460 -1.982
N -1.129 -1.557 2.812
N -0.345 0.957 -1.464
N 1.280 1.092 1.021
C -0.595 -2.580 -2.532
C -0.235 2.344 -3.345
C -0.749 2.231 -1.096
C 0.069 -2.149 2.427
C 1.063 1.863 2.089
C 2.522 0.960 0.529
C -0.597 5.053 -3.656
C -0.622 3.136 -2.271
C -0.237 4.260 -4.738
C -0.052 2.886 -4.599
C 3.377 2.435 2.193
C -0.068 0.954 -2.820
C -1.737 -0.467 2.235
C -0.583 -3.958 3.954
C -0.811 4.495 -2.397
C 3.605 1.642 1.089
C 1.628 -3.959 2.744
C 2.084 2.544 2.709
H -0.093 4.725 -5.704
H -2.563 -0.465 -2.161
H 1.699 -4.887 3.300
H 0.227 2.267 -5.441
H -1.564 -1.922 3.640
H -1.099 5.098 -1.547
H 4.583 1.526 0.645
H -1.999 -2.039 -3.864
H -0.671 -3.435 4.912
H 0.038 1.952 2.423
H 1.690 -4.193 1.678
H 1.881 3.159 3.574
H 2.476 -3.330 3.024
H -2.912 -0.217 3.917
H -0.704 6.121 -3.792
H -0.007 -2.863 -4.459
H -1.902 0.813 0.791
H -3.146 0.939 2.675
H 1.099 -3.337 -3.248
H -0.237 -4.964 4.164
H -3.574 -1.783 -2.063
H 4.189 2.978 2.659
H 1.675 -2.087 1.364
H -1.568 -4.046 3.491
*
```

***

[2]
DFT (ωB97M-V/def2-TZVPD) results for a structure of composition C18H24F2N8OPPt.

ΔE to the lowest compared entry with this formula, charge and spin   15.5 kJ/mol
LUMO   -2.04 eV
Orbital gap   8.099 eV

```
! wB97M-V def2-TZVPD RIJCOSX def2/J DEFGRID3
* xyz 1 1
Pt -0.245 0.077 1.219
P -2.501 0.916 -1.420
F -1.795 -1.463 2.986
F 0.010 -2.498 2.283
O 6.028 -2.041 2.049
N -2.063 0.843 1.420
N 4.056 -0.154 1.402
N -1.401 -1.468 -0.580
N -0.003 1.580 -0.349
N -0.195 2.189 -2.452
N -2.673 -1.756 -2.361
N 1.660 -0.552 0.975
N -3.939 1.784 0.802
C -2.724 1.248 2.540
C 5.070 -1.679 3.027
C 5.041 -0.595 0.395
C 5.493 -2.002 0.740
C 2.782 -0.372 1.183
C -2.816 1.166 0.364
C -0.801 1.578 -1.408
C -1.403 -2.791 -0.901
C -5.043 2.276 -0.015
C 4.555 -0.269 2.789
C 1.159 2.193 -0.735
C -2.164 -0.866 -1.458
C -0.468 -1.255 2.657
C -2.184 -2.984 -2.010
C -0.734 2.413 -3.786
C -3.588 -1.501 -3.462
C -3.894 1.835 2.166
C 1.054 2.573 -2.037
H 0.043 -0.999 3.591
H -3.635 -0.432 -3.655
H -0.858 -3.513 -0.317
H -0.076 1.968 -4.529
H 6.280 -2.330 0.063
H -3.234 -2.007 -4.357
H 1.975 2.344 -0.049
H 4.235 -2.392 3.022
H 4.599 -0.537 -0.598
H -4.682 2.281 2.746
H 1.734 3.093 -2.689
H -5.796 2.690 0.649
H -4.587 -1.860 -3.219
H -2.440 -3.872 -2.563
H -1.716 1.956 -3.859
H 3.755 -0.010 3.480
H 5.885 0.093 0.455
H -2.328 1.080 3.524
H -5.485 1.465 -0.589
H -4.699 3.054 -0.693
H 5.573 -1.734 3.991
H 4.645 -2.696 0.660
H 5.365 0.452 2.894
H -0.827 3.481 -3.977
*
```

***

[3]
DFT (ωB97M-V/def2-TZVPD) results for a structure of composition C18H24F4O24S3 in a non-equilibrium geometry.

LUMO   -0.14 eV
Orbital gap   10.679 eV

```
! wB97M-V def2-TZVPD RIJCOSX def2/J DEFGRID3
* xyz 0 1
S -1.002 2.120 -4.494
S 2.253 -0.660 4.644
S -1.904 -4.593 2.287
F -3.346 -1.335 -1.857
F -1.860 4.743 0.494
F -1.681 -1.394 0.406
F 4.225 0.259 -1.262
O -2.550 -4.944 3.699
O 5.537 0.118 -3.039
O -0.356 1.024 -5.143
O 2.583 -1.803 5.432
O -0.119 2.877 -3.350
O -6.290 0.141 -3.995
O 6.048 0.005 -5.264
O -2.089 1.529 -3.417
O -0.828 -3.483 2.877
O 0.085 3.521 2.476
O 4.474 1.385 -4.499
O 0.151 1.388 1.721
O 0.861 -0.326 4.418
O -1.721 3.045 -5.321
O -5.202 -1.613 -3.124
O -2.956 -3.965 1.547
O 0.577 -0.458 -2.723
O 0.879 -0.383 -0.510
O 3.060 -0.768 3.262
O -1.698 2.650 1.518
O -1.097 -5.672 1.783
O 3.151 0.553 5.148
O -4.111 -0.176 -4.434
O -0.401 -1.952 -1.340
C 0.726 -1.306 0.547
C 3.275 0.549 2.789
C 0.427 -0.919 -1.643
C -3.839 -1.930 -2.996
C -2.004 4.007 1.636
C -1.524 -4.840 4.701
C 5.442 0.420 -4.350
C -0.850 -3.553 4.296
C -5.280 -0.474 -3.867
C -0.963 4.461 2.678
C -0.553 -2.066 0.056
C 3.654 1.330 -3.338
C 3.609 1.384 4.062
C -0.406 2.415 1.899
C -3.213 -1.271 -4.218
C 4.692 1.013 -2.302
C -0.494 2.541 -2.018
C -1.890 1.929 -2.049
H -0.559 5.459 2.539
H -1.918 -4.817 5.713
H -3.028 4.057 2.004
H 5.234 1.892 -1.943
H 0.539 -0.897 1.532
H 0.289 1.911 -1.594
H -1.995 0.963 -1.557
H 1.502 -2.074 0.558
H 3.201 2.311 -3.229
H -1.258 -2.634 4.727
H -0.516 -3.085 0.434
H -1.440 4.401 3.660
H 3.046 2.314 4.108
H -0.882 -5.718 4.599
H 2.498 0.929 2.127
H -2.246 -0.918 -3.863
H 2.989 0.461 -3.331
H -2.643 2.693 -1.856
H 0.198 -3.475 4.610
H -0.522 3.493 -1.485
H 4.671 1.539 4.220
H -3.142 -1.914 -5.091
H 4.175 0.585 2.172
H -3.674 -2.999 -2.882
*
```

***

no.,E_tot (Eh)
1,-3239.12833
2,-1873.80370
3,-4100.04574